Record 1
DFT (the ωB97M-V functional and the def2-TZVPD basis) results for a molecular structure, C3H8O4S.

```
! RIJCOSX wB97M-V def2-TZVPD def2/J DEFGRID3
* xyz -2 1
O 1.60 2.32 -1.09
C 0.62 1.75 -0.59
O -0.42 2.41 -0.02
C 0.39 0.30 -0.81
C -0.87 -0.36 -0.23
S -0.99 -2.17 -0.69
H -0.03 1.13 -1.60
H 1.28 -0.29 -0.94
H -1.66 0.23 -0.70
H -0.91 -0.19 0.84
H 1.00 -4.01 0.47
H 1.13 -2.96 -0.62
O 1.65 -3.68 -0.17
H -0.43 2.26 1.00
H -1.40 1.20 2.64
O -0.97 2.04 2.49
*
```

Values from the calculation:
ΔE to the lowest compared entry with this formula, charge and spin in kcal/mol: 70.7



Record 2
DFT (the ωB97M-V functional and the def2-TZVPD basis) results for 6 unconnected molecules or ions with the total composition C38H44ClN5OSi2.

```
! RIJCOSX wB97M-V def2-TZVPD def2/J DEFGRID3
* xyz 0 1
C -4.23 0.40 -5.22
C -3.83 -0.05 -4.17
C -3.43 -0.57 -2.82
C -1.87 -0.68 -2.68
C -1.40 -2.17 -2.81
Si -0.49 -2.85 -1.29
O -0.73 -1.79 0.05
Si 0.44 -2.15 1.22
Cl 1.79 -0.54 1.28
C -0.39 -2.53 2.87
C 0.38 -1.97 4.10
C 1.04 -2.87 4.94
C 1.76 -2.30 6.03
C 1.78 -0.93 6.22
C 2.57 -0.28 7.39
C 1.08 -0.03 5.37
C 0.37 -0.58 4.30
H -4.71 0.70 -6.14
H -3.86 0.11 -2.06
H -3.90 -1.57 -2.72
H -1.41 -0.12 -3.51
H -1.56 -0.18 -1.74
H -0.68 -2.24 -3.65
H -2.24 -2.86 -3.02
H 0.96 -2.96 -1.56
H -1.04 -4.16 -0.86
H 1.18 -3.36 0.82
H -1.45 -2.22 2.89
H -0.37 -3.64 2.98
H 1.00 -3.95 4.77
H 2.29 -3.00 6.69
H 3.23 -1.06 7.82
H 3.20 0.54 7.01
H 1.82 0.08 8.12
H 1.12 1.05 5.53
H -0.16 0.08 3.60
N -4.24 4.57 -4.63
C -3.61 5.72 -4.85
C -2.23 5.85 -4.94
C -1.46 4.71 -4.80
C -2.09 3.49 -4.57
C -3.48 3.48 -4.50
H -4.26 6.59 -4.95
H -1.78 6.81 -5.12
H -0.38 4.76 -4.86
H -1.53 2.58 -4.45
H -4.01 2.56 -4.32
N 5.02 -1.86 9.53
C 6.27 -1.77 9.99
C 6.84 -2.66 10.88
C 6.06 -3.71 11.34
C 4.76 -3.83 10.88
C 4.29 -2.89 9.99
H 6.84 -0.93 9.60
H 7.86 -2.53 11.21
H 6.47 -4.43 12.04
H 4.12 -4.64 11.22
H 3.28 -2.94 9.60
N -5.45 7.50 -0.28
C -5.16 6.78 -1.37
C -4.63 5.50 -1.33
C -4.38 4.94 -0.09
C -4.67 5.66 1.05
C -5.20 6.93 0.90
H -5.38 7.26 -2.31
H -4.42 4.96 -2.24
H -3.96 3.94 -0.01
H -4.48 5.26 2.04
H -5.45 7.54 1.77
N 3.51 -2.95 -1.16
C 4.34 -3.71 -1.88
C 5.72 -3.64 -1.78
C 6.27 -2.73 -0.89
C 5.42 -1.93 -0.14
C 4.05 -2.08 -0.31
H 3.87 -4.40 -2.56
H 6.35 -4.28 -2.38
H 7.35 -2.64 -0.79
H 5.81 -1.21 0.56
H 3.35 -1.47 0.26
N -1.83 -1.66 -8.38
C -1.60 -1.56 -9.69
C -1.88 -0.43 -10.44
C -2.42 0.67 -9.79
C -2.66 0.59 -8.43
C -2.35 -0.59 -7.77
H -1.18 -2.44 -10.16
H -1.67 -0.40 -11.50
H -2.65 1.58 -10.34
H -3.08 1.43 -7.89
H -2.52 -0.69 -6.71
*
```

Values from the calculation:
Energy in eV: -77895.703



Record 3
DFT (the ωB97M-V functional and the def2-TZVPD basis) results for a gas-phase ion, C5H9N2S (charge +1).

```
! RIJCOSX wB97M-V def2-TZVPD def2/J DEFGRID3
* xyz 1 1
C 1.43 -1.41 0.00
C 0.11 -1.37 0.02
C 1.99 -0.07 0.01
C -1.14 0.46 1.21
C -1.08 0.46 -1.23
N 0.91 0.79 0.04
N -0.34 0.17 0.01
S 3.54 0.39 -0.01
H 2.04 -2.30 -0.02
H -0.67 -2.10 0.02
H -2.08 -0.09 1.18
H -0.58 0.16 2.10
H -1.35 1.53 1.27
H -1.42 1.49 -1.22
H -0.42 0.30 -2.08
H -1.94 -0.20 -1.33
H 1.00 1.79 0.03
*
```

Values from the calculation:
SMILES string: C[N+]1(C)C=CC(=S)N1
ΔE to the lowest compared entry with this formula, charge and spin in kcal/mol: 48.3



no.,molar mass (g mol⁻¹)
1,140.16
2,678.43
3,129.21